No. 1
{"formula": "C4H6FN2O3", "method": "ωB97M-V with the def2-TZVPD basis set", "largest_force_ev_per_a": 4.27, "e_tot_ha": -591.1837, "homo_energy_ev": -4.53, "orbital_gap_ev": 8.3, "lumo_ev": 3.766, "smiles": "C[C@@](F)(NC(N)=O)C(=O)[O-]", "e_above_lowest_kj_mol": 162.8, "total_charge": -1, "symbols": ["C", "C", "F", "N", "C", "N", "O", "C", "O", "O", "H", "H", "H", "H", "H", "H"], "positions_angstrom": [[-1.840, -0.012, -0.543], [-1.336, -0.571, 0.763], [-1.830, -1.767, 0.900], [0.401, -0.939, 0.529], [1.143, -0.063, -0.267], [2.574, -0.368, -0.255], [0.821, 0.758, -1.140], [-1.576, 0.330, 2.129], [-0.723, 0.383, 2.994], [-2.744, 0.660, 2.074], [-1.258, 0.847, -0.803], [-2.906, 0.295, -0.507], [-1.785, -0.827, -1.222], [0.984, -1.115, 1.377], [2.968, -0.689, 0.618], [3.028, 0.371, -0.769]]}

***

No. 2
{"formula": "C13H15N3O4S", "method": "ωB97M-V with the def2-TZVPD basis set", "largest_force_ev_per_a": 17.76, "e_tot_ha": -1367.2890, "homo_energy_ev": -8.55, "orbital_gap_ev": 7.7, "lumo_ev": -0.895, "smiles": "O=C(NC(=S)NC[C@H]1CCCO1)c1cccc([N+](=O)[O-])c1", "e_above_lowest_kj_mol": 1474.4, "symbols": ["O", "C", "N", "C", "S", "N", "C", "C", "C", "C", "C", "O", "C", "C", "C", "C", "C", "N", "O", "O", "C", "H", "H", "H", "H", "H", "H", "H", "H", "H", "H", "H", "H", "H", "H", "H"], "positions_angstrom": [[0.037, 1.750, -0.044], [-0.293, 1.045, 0.849], [-0.943, -0.236, 0.811], [-1.157, -0.825, -0.339], [-2.085, -2.229, 0.055], [-0.650, -0.194, -1.547], [-1.007, -0.815, -2.742], [0.467, -1.342, -3.222], [1.086, -2.438, -2.518], [1.447, -3.553, -3.334], [0.266, -3.317, -4.534], [0.112, -1.740, -4.602], [-0.334, 1.698, 2.408], [-0.096, 0.920, 3.484], [0.135, 1.203, 4.818], [0.215, 2.845, 4.800], [0.016, 3.476, 3.770], [-0.010, 4.943, 4.000], [0.285, 5.502, 5.063], [-0.159, 5.747, 3.012], [0.047, 2.853, 2.699], [-1.379, -0.570, 1.772], [-0.294, 0.649, -1.364], [-1.588, -0.058, -3.473], [-1.503, -1.840, -2.532], [0.886, -0.426, -3.347], [1.874, -2.178, -1.791], [0.397, -2.984, -1.711], [1.468, -4.445, -3.195], [2.318, -3.302, -3.930], [0.737, -3.599, -5.539], [-0.635, -3.594, -4.430], [-0.026, -0.235, 3.282], [0.291, 0.596, 5.657], [0.397, 3.169, 5.936], [-0.321, 3.526, 1.778]]}

***

No. 3
{"formula": "C6H5FN2O", "method": "ωB97M-V with the def2-TZVPD basis set", "largest_force_ev_per_a": 4.66, "e_tot_ha": -516.1900, "homo_energy_ev": -10.43, "orbital_gap_ev": 10.4, "lumo_ev": -0.072, "smiles": "CN1C(=O)C=C[C@]1(F)C#N", "e_above_lowest_kj_mol": 80.1, "symbols": ["C", "N", "C", "O", "C", "C", "C", "F", "C", "N", "H", "H", "H", "H", "H"], "positions_angstrom": [[0.920, -1.672, 0.050], [0.356, -0.352, -0.118], [1.268, 0.736, 0.176], [2.437, 0.599, 0.360], [0.357, 1.985, 0.140], [-0.896, 1.680, -0.094], [-0.931, 0.002, -0.407], [-1.291, -0.102, -1.729], [-1.920, -0.722, 0.313], [-2.365, -1.550, 0.979], [0.656, -2.195, 0.878], [0.591, -2.229, -0.780], [1.914, -1.373, 0.190], [0.760, 3.012, 0.219], [-1.856, 2.182, -0.178]]}

***

No. 4
{"formula": "C8H24O12PPd", "method": "ωB97M-V with the def2-TZVPD basis set", "largest_force_ev_per_a": 3.44, "e_tot_ha": -1691.4005, "homo_energy_ev": [-4.36, -4.35], "orbital_gap_ev": [6.5, 6.5], "s2": 2.005, "lumo_ev": [2.123, 2.121], "spin_multiplicity": 3, "e_above_lowest_kj_mol": 0.0, "total_charge": -1, "symbols": ["Pd", "P", "O", "O", "O", "O", "C", "C", "O", "O", "H", "H", "H", "H", "H", "H", "C", "C", "O", "O", "H", "H", "H", "H", "H", "H", "C", "C", "O", "O", "H", "H", "H", "H", "H", "H", "C", "C", "O", "O", "H", "H", "H", "H", "H", "H"], "positions_angstrom": [[0.328, -0.156, -0.346], [-1.667, -1.526, 1.014], [-2.124, -1.564, 2.459], [-0.050, -1.626, 1.104], [-1.678, -0.147, 0.303], [-2.049, -2.682, 0.093], [1.753, 2.059, 1.482], [2.864, 1.051, 1.245], [2.284, -0.240, 1.096], [0.793, 2.013, 0.405], [2.189, 3.065, 1.510], [1.203, 1.839, 2.401], [3.484, 1.062, 2.147], [3.485, 1.267, 0.377], [2.297, -0.722, 1.929], [0.302, 2.838, 0.449], [0.586, 1.271, -3.259], [2.027, 1.091, -2.830], [2.204, -0.061, -2.003], [-0.328, 1.340, -2.151], [0.286, 0.457, -3.926], [0.471, 2.223, -3.790], [2.404, 1.996, -2.348], [2.582, 0.920, -3.758], [2.865, -0.633, -2.395], [-1.015, 1.971, -2.370], [-4.008, 1.068, 2.742], [-3.210, 2.278, 2.245], [-1.864, 1.943, 1.998], [-3.392, 0.421, 3.806], [-4.105, 0.377, 1.893], [-5.000, 1.436, 3.030], [-3.289, 3.124, 2.933], [-3.671, 2.630, 1.304], [-1.886, 1.216, 1.304], [-2.722, -0.236, 3.463], [0.430, -3.106, -2.116], [1.564, -3.452, -1.172], [1.222, -3.787, 0.136], [-0.276, -1.938, -1.742], [-0.241, -3.963, -2.222], [0.881, -2.935, -3.101], [2.271, -2.601, -1.165], [2.152, -4.278, -1.591], [0.656, -3.059, 0.514], [-1.007, -2.245, -1.095]]}